# C49H35F3N7SSbV

A molecular structure, C49H35F3N7SSbV (ωB97M-V/def2-TZVPD, OMol25).

- ⟨S²⟩: 3.797
- Highest occupied orbital energy (spin up / spin down): -0.2323 / -0.2589 Ha
- Frontier orbital gap (spin up / spin down): 6.247 / 6.449 eV
- Spin multiplicity: 4
- E: -4153.6899 a.u.
- LUMO energy (spin up / spin down): -0.075 / -0.596 eV

Positions of all 97 atoms, in Å:
Sb  -2.21  -1.30  0.03
V  1.21  1.36  -0.40
S  -1.15  2.00  -0.41
F  -8.30  -0.51  1.34
F  -3.24  -4.05  -5.49
F  -0.64  -5.95  3.93
N  0.97  1.45  1.54
N  -0.27  1.58  2.17
N  1.60  3.32  -0.81
N  1.31  1.26  -2.41
N  3.14  1.11  0.20
N  -2.50  1.71  1.88
N  1.14  -0.65  -0.62
C  3.00  3.20  5.51
C  1.20  1.26  4.66
C  2.07  1.47  2.30
C  -1.03  -4.98  3.07
C  -3.60  -4.05  -3.17
C  1.66  5.17  -4.01
C  1.72  4.92  -2.62
C  1.91  5.93  -1.66
C  2.11  2.64  6.42
C  -4.89  -1.67  1.67
C  2.10  1.81  3.74
C  1.78  4.29  0.06
C  1.35  -1.81  -4.58
C  1.24  -1.06  -1.93
C  -1.25  1.77  1.31
C  -7.00  -0.74  1.06
C  1.43  -2.78  -3.64
C  1.37  -2.41  -2.27
C  5.64  0.73  1.31
C  1.40  -3.35  -1.21
C  -1.82  -2.99  1.30
C  -2.23  -2.36  -4.22
C  -4.31  -1.18  0.50
C  -2.55  -2.33  -1.81
C  -3.37  -3.46  -1.93
C  1.18  -1.56  0.34
C  -5.13  -0.46  -0.39
C  1.22  1.67  5.99
C  -3.02  -3.48  -4.28
C  -2.00  -1.78  -2.97
C  2.99  2.79  4.19
C  5.47  0.64  -0.07
C  -6.24  -1.45  1.96
C  1.57  3.61  -2.15
C  1.32  -2.93  0.08
C  3.30  1.20  1.55
C  1.39  2.48  -3.06
C  -1.31  -3.72  3.57
C  -1.50  -4.27  0.85
C  -1.10  -5.28  1.73
C  -1.69  -2.73  2.67
C  1.47  4.13  -4.86
C  1.26  -0.43  -4.26
C  4.21  0.84  -0.58
C  1.33  2.79  -4.40
C  4.56  1.01  2.12
C  1.95  5.63  -0.33
C  1.25  -0.01  -2.94
C  -6.48  -0.24  -0.12
H  2.10  6.39  0.42
H  4.67  1.06  3.19
H  -4.72  -0.08  -1.32
H  3.67  3.26  3.48
H  -1.89  -1.73  3.06
H  0.51  1.24  6.69
H  0.50  0.51  4.33
H  1.37  -2.09  -5.63
H  6.29  0.43  -0.73
H  1.18  2.03  -5.14
H  -1.21  -3.54  4.63
H  3.70  3.97  5.83
H  -6.70  -1.83  2.86
H  -3.25  2.11  1.34
H  -4.24  -4.92  -3.28
H  1.08  -1.19  1.36
H  1.43  4.31  -5.92
H  1.78  4.01  1.11
H  1.33  -3.62  0.91
H  -1.55  -4.50  -0.21
H  1.21  0.27  -5.07
H  2.11  2.96  7.45
H  2.02  6.96  -1.99
H  -0.85  -6.27  1.39
H  4.01  0.79  -1.64
H  -2.54  1.83  2.87
H  -1.80  -1.94  -5.13
H  1.77  6.19  -4.38
H  -1.37  -0.90  -2.91
H  -4.30  -2.24  2.38
H  1.53  -3.83  -3.91
H  -3.84  -3.88  -1.05
H  1.50  -4.40  -1.44
H  6.62  0.57  1.75
H  -7.12  0.30  -0.80

Here are the Löwdin charges for atoms 1 to 5, given in e: 1.541 0.531 0.611 0.050 0.053

=====

# C4H5NOS

A molecular structure, C4H5NOS (ωB97M-V/def2-TZVPD, OMol25).

- Highest occupied orbital energy: -0.2845 Ha
- Frontier orbital gap: 7.848 eV
- Spin multiplicity: 1
- E: -683.4266 a.u.
- LUMO energy: 0.105 eV

Positions of all 12 atoms, in Å:
S  -3.40  -0.56  0.00
O  -0.78  -0.89  0.02
N  0.40  -0.22  -0.05
C  -1.82  0.05  0.04
C  1.55  -1.13  -0.04
C  -1.12  1.31  -0.14
C  0.21  1.04  0.10
H  0.98  -2.32  -0.28
H  0.95  1.78  -0.02
H  -1.46  2.38  -0.01
H  2.43  -0.71  -0.75
H  2.07  -0.75  1.14

Here are the Löwdin charges for atoms 1 to 5, given in e: 0.544 -0.064 -0.240 -0.791 -0.026

=====

# C8H11IN4O

A molecular structure, C8H11IN4O (ωB97M-V/def2-TZVPD, OMol25).

- Highest occupied orbital energy: -0.3128 Ha
- Frontier orbital gap: 8.097 eV
- Spin multiplicity: 1
- E: -903.2377 a.u.
- LUMO energy: -0.415 eV

Positions of all 25 atoms, in Å:
I  4.07  0.20  0.12
O  -0.35  -2.37  -0.21
N  0.21  2.09  -0.22
N  -1.69  1.82  0.99
N  -0.01  0.85  0.11
N  2.04  -0.19  0.65
C  -0.83  2.70  0.33
C  1.78  -1.54  0.97
C  -0.34  -3.46  0.68
C  1.29  -0.18  -1.86
C  0.77  -1.67  0.07
C  -1.22  4.09  0.24
C  -1.15  0.65  0.79
C  0.99  -0.28  -0.36
H  1.41  0.82  -2.10
H  0.57  -3.95  0.90
H  2.30  -0.54  -2.12
H  -2.15  4.26  -0.49
H  -0.66  -3.20  1.77
H  0.41  -0.66  -2.29
H  -1.68  -0.14  1.19
H  -0.43  4.84  -0.19
H  -1.68  4.51  1.26
H  2.21  -2.23  1.63
H  -1.05  -4.14  0.18

Here are the Löwdin charges for atoms 1 to 5, given in e: 0.763 -0.034 0.153 0.113 -0.055